[1]
Computed, not measured: a cluster of 5 separate species, C33H50BBrO15S5 in total at a distorted geometry, with ωB97M-V/def2-TZVPD.

Calculated values
- Orbital gap: 8.63 eV
- E: -7005.83282 Eh
- Max |F|: 0.03862 hartree/bohr
- SMILES: CCB(O)c1ccc2c(c1CC(=O)Br)C(=O)C=C(CCCS(=O)(=O)O)C2=O.O=S1(=O)CCCC1.O=S1(=O)CCCC1.O=S1(=O)CCCC1.O=S1(=O)CCCC1
- HOMO energy: -9.60 eV

Geometry (Å):
C -5.521 5.127 1.069
C -4.613 3.881 1.200
B -4.468 3.084 -0.158
O -5.305 3.458 -1.210
C -3.440 1.925 -0.498
C -3.273 1.699 -1.868
C -2.388 0.762 -2.374
C -1.650 0.018 -1.477
C -1.818 0.178 -0.096
C -2.703 1.132 0.415
C -2.862 1.345 1.903
C -1.861 2.428 2.321
O -0.865 2.632 1.709
Br -2.236 3.485 3.933
C -0.962 -0.747 0.729
O -1.309 -1.308 1.747
C 0.393 -1.030 0.163
C 0.564 -1.148 -1.153
C 1.896 -1.412 -1.833
C 3.020 -0.565 -1.221
C 3.123 0.832 -1.838
S 3.434 2.100 -0.615
O 3.038 1.649 0.683
O 4.806 2.503 -0.697
O 2.502 3.329 -1.028
C -0.655 -0.973 -1.993
O -0.844 -1.609 -3.009
H -5.241 5.762 0.232
H -6.561 4.803 0.980
H -5.487 5.697 2.000
H -3.650 4.201 1.597
H -5.134 3.217 1.901
H -6.222 3.265 -0.985
H -3.857 2.283 -2.568
H -2.280 0.615 -3.440
H -2.615 0.469 2.506
H -3.874 1.626 2.177
H 1.197 -1.133 0.882
H 1.743 -1.156 -2.884
H 2.183 -2.463 -1.768
H 2.941 -0.480 -0.139
H 3.965 -1.078 -1.413
H 2.222 1.062 -2.417
H 3.943 0.867 -2.553
H 1.942 3.104 -1.782
O -5.352 -5.946 -2.578
S -4.051 -6.422 -2.182
O -3.902 -7.434 -1.168
C -3.151 -6.913 -3.651
C -2.445 -5.639 -4.104
C -1.893 -4.989 -2.829
C -3.014 -5.008 -1.782
H -3.848 -7.312 -4.384
H -2.436 -7.681 -3.357
H -1.655 -5.856 -4.822
H -3.160 -4.967 -4.581
H -1.040 -5.567 -2.466
H -1.546 -3.974 -3.012
H -2.632 -5.127 -0.771
H -3.634 -4.115 -1.840
O 3.531 5.172 1.904
S 2.638 4.369 2.702
O 2.131 3.115 2.225
C 3.370 4.143 4.322
C 2.878 5.337 5.133
C 1.393 5.501 4.780
C 1.272 5.408 3.255
H 4.452 4.097 4.226
H 2.987 3.206 4.726
H 3.025 5.181 6.202
H 3.428 6.235 4.844
H 0.816 4.698 5.244
H 0.992 6.446 5.147
H 0.337 4.947 2.944
H 1.383 6.382 2.781
O 3.188 -0.203 -5.007
S 4.616 -0.411 -5.050
O 5.432 -0.232 -3.875
C 4.943 -2.020 -5.760
C 5.031 -1.758 -7.261
C 5.850 -0.470 -7.415
C 5.297 0.548 -6.409
H 4.146 -2.707 -5.485
H 5.896 -2.368 -5.361
H 5.489 -2.596 -7.784
H 4.030 -1.611 -7.672
H 6.898 -0.677 -7.191
H 5.803 -0.081 -8.431
H 6.072 1.205 -6.022
H 4.488 1.138 -6.835
O -1.790 -0.166 5.990
S -2.254 -1.509 5.755
O -3.563 -1.761 5.207
C -1.028 -2.353 4.782
C -0.084 -2.969 5.809
C -0.984 -3.548 6.911
C -2.031 -2.480 7.253
H -0.548 -1.644 4.113
H -1.540 -3.122 4.205
H 0.551 -3.732 5.360
H 0.564 -2.197 6.231
H -1.481 -4.446 6.540
H -0.411 -3.832 7.793
H -2.987 -2.913 7.536
H -1.683 -1.809 8.036

[2]
Computed, not measured: a structure of composition C33H50Cl2P2Y at a distorted geometry, with ωB97M-V/def2-TZVPD.

Calculated values
- Orbital gap (spin up / spin down): 4.46 / 4.21 eV
- E: -2928.77199 Eh
- Total charge: -1
- Max |F|: 0.17976 hartree/bohr
- HOMO energy (spin up / spin down): -2.68 / -2.57 eV

Geometry (Å):
P 0.118 -1.019 -4.443
C 1.714 -0.401 -5.227
C 2.027 -0.747 -6.693
C 3.456 -0.311 -7.057
C 3.664 1.187 -6.804
C 3.324 1.555 -5.354
C 1.901 1.109 -4.988
C -1.308 -0.116 -5.262
C -1.307 0.067 -6.788
C -2.648 0.639 -7.272
C -2.969 1.966 -6.571
C -2.946 1.807 -5.045
C -1.609 1.224 -4.563
C -0.027 -2.718 -5.220
C 1.162 -3.587 -4.766
C 1.076 -5.011 -5.331
C -0.249 -5.681 -4.948
C -1.441 -4.825 -5.392
C -1.350 -3.399 -4.828
H 2.472 -0.910 -4.609
H 1.318 -0.239 -7.356
H 1.915 -1.821 -6.872
H 3.666 -0.554 -8.106
H 4.171 -0.884 -6.448
H 4.697 1.474 -7.037
H 3.015 1.760 -7.482
H 4.038 1.064 -4.677
H 3.430 2.636 -5.199
H 1.678 1.356 -3.943
H 1.184 1.663 -5.608
H -2.152 -0.781 -5.014
H -3.446 -0.087 -7.057
H -1.096 -0.883 -7.293
H -0.505 0.763 -7.066
H -2.629 0.777 -8.360
H -3.944 2.344 -6.900
H -2.221 2.716 -6.866
H -3.133 2.772 -4.559
H -3.759 1.133 -4.740
H -1.622 1.080 -3.476
H -0.806 1.942 -4.777
H 0.003 -2.630 -6.316
H 2.110 -3.127 -5.066
H 1.166 -3.628 -3.667
H 1.156 -4.969 -6.427
H 1.924 -5.607 -4.973
H -0.284 -5.810 -3.856
H -0.313 -6.683 -5.389
H -2.384 -5.290 -5.078
H -1.460 -4.776 -6.490
H -2.204 -2.814 -5.185
H -1.423 -3.432 -3.731
Y 0.000 0.000 0.000
Cl -2.026 -0.680 -0.840
Cl 2.222 0.039 -0.567
C -0.340 1.497 1.004
H -0.601 1.463 2.066
C -0.428 2.816 0.398
C -1.133 3.838 1.068
C -1.277 5.097 0.497
C -0.711 5.368 -0.751
C 0.006 4.372 -1.421
C 0.151 3.112 -0.856
H -1.575 3.622 2.038
H -1.829 5.871 1.024
H 0.462 4.586 -2.384
H 0.745 2.353 -1.360
H -0.820 6.353 -1.196
C -0.687 -2.145 2.640
P 0.604 -0.839 2.662
C 1.840 0.530 2.645
C 0.773 -1.318 4.421
C -0.276 -1.178 5.358
C -0.060 -1.460 6.712
C 1.205 -1.852 7.155
C 2.254 -1.977 6.244
C 2.039 -1.721 4.886
H -0.893 -2.390 1.579
H -1.641 -1.763 3.059
H -0.382 -3.092 3.137
H 1.514 1.314 3.359
H 2.828 0.154 2.980
H 2.003 1.026 1.688
H -1.256 -0.838 5.054
H -0.869 -1.354 7.423
H 1.376 -2.046 8.206
H 3.240 -2.260 6.591
H 2.874 -1.804 4.204

[3]
Computed, not measured: a structure of composition C33H50FN7O9Sc, with ωB97M-V/def2-TZVPD.

Calculated values
- Orbital gap: 8.51 eV
- E: -3207.99301 Eh
- Total charge: +3
- Max |F|: 0.01920 hartree/bohr
- HOMO energy: -15.11 eV

Geometry (Å):
Sc -0.295 1.961 -1.541
C -2.996 5.777 0.839
N -2.311 5.220 -0.333
C -2.945 5.436 -1.635
C -1.253 4.461 -0.213
O -0.665 3.947 -1.204
C -0.710 4.192 1.179
O 0.128 3.050 1.158
C 1.505 3.277 1.333
C 2.245 3.150 0.007
O 1.677 2.591 -0.945
N 3.480 3.616 -0.085
C 4.205 4.227 1.031
C 4.195 3.576 -1.360
H -3.694 6.533 0.495
H -2.293 6.257 1.518
H -3.547 4.994 1.361
H -2.907 6.494 -1.894
H -3.986 5.120 -1.569
H -2.435 4.855 -2.392
H -1.538 3.984 1.851
H -0.179 5.077 1.540
H 1.887 2.509 2.010
H 1.683 4.249 1.791
H 3.777 3.950 1.989
H 4.214 5.314 0.938
H 5.233 3.871 1.012
H 3.504 3.327 -2.156
H 4.996 2.836 -1.318
H 4.634 4.555 -1.547
C 3.298 -1.046 -4.438
N 2.679 0.259 -4.197
C 3.455 1.428 -4.617
C 1.550 0.412 -3.518
O 1.079 1.521 -3.224
C 0.768 -0.823 -3.080
O -0.524 -0.447 -2.647
C -1.536 -0.455 -3.641
C -2.013 0.958 -3.947
O -1.513 1.918 -3.342
N -2.951 1.100 -4.870
C -3.444 2.433 -5.231
C -3.519 -0.037 -5.598
H 3.909 -0.978 -5.334
H 2.557 -1.822 -4.602
H 3.941 -1.335 -3.605
H 3.680 1.340 -5.679
H 4.393 1.477 -4.062
H 2.878 2.328 -4.444
H 1.272 -1.286 -2.230
H 0.703 -1.557 -3.881
H -2.374 -1.037 -3.257
H -1.187 -0.932 -4.558
H -2.791 3.189 -4.812
H -4.455 2.572 -4.849
H -3.457 2.526 -6.315
H -3.742 -0.869 -4.934
H -2.855 -0.375 -6.395
H -4.454 0.282 -6.049
F 2.938 -3.411 1.561
C 1.679 -2.993 1.793
C 1.215 -1.908 1.115
C -0.064 -1.398 1.374
C -0.538 -0.208 0.688
O 0.192 0.380 -0.160
C -1.815 0.262 1.091
C -2.524 -0.399 2.050
N -2.110 -1.530 2.644
C -2.948 -2.157 3.657
C -4.416 -2.276 3.402
C -3.554 -3.500 3.371
C -0.853 -2.036 2.344
C -0.361 -3.168 3.007
C 0.903 -3.668 2.757
N 1.362 -4.800 3.458
C 2.433 -5.634 2.932
C 2.279 -7.053 3.454
N 2.279 -7.038 4.961
C 1.191 -6.141 5.494
C 1.381 -4.753 4.913
C -2.390 1.506 0.490
O -3.074 2.261 1.153
O -2.069 1.672 -0.760
H 1.855 -1.399 0.406
H -3.480 -0.011 2.377
H -2.625 -1.942 4.668
H -4.800 -1.919 2.456
H -5.078 -2.119 4.241
H -3.355 -3.940 2.402
H -3.623 -4.206 4.187
H -0.996 -3.680 3.718
H 3.426 -5.247 3.198
H 2.383 -5.683 1.848
H 3.094 -7.690 3.120
H 1.329 -7.483 3.145
H 3.185 -6.699 5.293
H 2.174 -7.986 5.328
H 1.247 -6.139 6.580
H 0.246 -6.575 5.175
H 2.335 -4.337 5.274
H 0.592 -4.110 5.292

[4]
Computed, not measured: a structure of composition C33H50FeN4O3P3S2, with ωB97M-V/def2-TZVPD.

Calculated values
- Orbital gap (spin up / spin down): 6.70 / 6.71 eV
- Relative energy (zero: lowest compared OMol25 entry of this formula, charge and spin): 0.00 kJ/mol
- E: -4816.51455 Eh
- Total charge: -1
- Max |F|: 0.01146 hartree/bohr
- HOMO energy (spin up / spin down): -4.46 / -4.49 eV

Geometry (Å):
Fe 0.380 0.741 -0.652
C -4.618 1.192 -1.092
C -3.239 0.557 -1.287
C -2.855 0.586 -2.769
P -1.862 1.247 -0.254
C -2.361 2.984 0.132
C -2.358 3.883 -1.102
C -1.461 3.573 1.219
C -1.963 0.473 1.382
C -3.138 0.077 2.008
C -3.124 -0.500 3.268
C -1.896 -0.678 3.898
C -0.719 -0.278 3.296
C -0.716 0.323 2.023
N 0.429 0.690 1.331
C 1.568 1.080 1.994
C 1.564 1.629 3.299
C 2.729 2.003 3.931
C 3.965 1.876 3.299
C 3.982 1.411 1.998
C 2.819 1.024 1.332
P 2.777 0.648 -0.442
C 3.898 1.960 -1.151
C 3.989 1.859 -2.676
C 3.611 3.397 -0.720
C 3.824 -0.851 -0.742
C 5.181 -0.891 -0.043
C 3.027 -2.099 -0.411
H -5.360 0.605 -1.638
H -4.652 2.208 -1.492
H -4.937 1.238 -0.051
H -3.285 -0.487 -0.970
H -2.782 1.612 -3.140
H -3.620 0.078 -3.361
H -1.904 0.085 -2.948
H -3.378 2.906 0.531
H -1.335 4.100 -1.400
H -2.836 4.839 -0.873
H -2.878 3.447 -1.956
H -0.418 3.577 0.902
H -1.535 3.011 2.151
H -1.758 4.606 1.417
H -4.085 0.197 1.497
H -4.044 -0.819 3.740
H -1.852 -1.155 4.870
H 0.222 -0.468 3.792
H 0.618 1.779 3.801
H 2.672 2.423 4.929
H 4.880 2.169 3.796
H 4.928 1.372 1.471
H 4.881 1.697 -0.749
H 3.027 2.057 -3.148
H 4.326 0.880 -3.015
H 4.699 2.600 -3.050
H 2.695 3.781 -1.161
H 4.437 4.034 -1.048
H 3.522 3.490 0.363
H 3.988 -0.836 -1.825
H 5.051 -0.956 1.039
H 5.818 -0.033 -0.262
H 5.721 -1.786 -0.364
H 2.828 -2.152 0.663
H 3.572 -3.001 -0.700
H 2.075 -2.101 -0.929
O 0.734 2.693 -1.106
N 0.602 2.175 -2.270
C 0.517 2.969 -3.306
C 0.706 4.384 -3.195
N 0.865 5.520 -3.109
C 0.336 2.378 -4.595
N 0.201 1.931 -5.645
C -0.157 -5.588 1.648
C 0.511 -4.254 1.361
C -0.180 -3.088 2.037
O 0.690 -4.084 -0.060
P -0.313 -3.498 -1.161
S 0.287 -4.103 -2.906
S -0.644 -1.510 -0.984
O -1.660 -4.225 -0.649
C -3.034 -3.986 -1.012
C -3.225 -3.419 -2.408
C -3.676 -3.142 0.074
H -0.096 -5.804 2.718
H 0.344 -6.386 1.100
H -1.204 -5.567 1.350
H 1.543 -4.302 1.725
H -1.224 -3.005 1.731
H 0.309 -2.144 1.799
H -0.149 -3.241 3.119
H -3.474 -4.988 -0.991
H -2.826 -2.407 -2.484
H -4.296 -3.396 -2.626
H -2.721 -4.034 -3.151
H -3.172 -2.178 0.148
H -3.597 -3.636 1.043
H -4.735 -2.981 -0.146

[5]
Computed, not measured: a structure of composition C33H50Ge2N7S2Si2W, with ωB97M-V/def2-TZVPD.

Calculated values
- Orbital gap (spin up / spin down): 6.08 / 5.71 eV
- Relative energy (zero: lowest compared OMol25 entry of this formula, charge and spin): 0.00 kJ/mol
- Spin multiplicity: 3
- E: -7266.81426 Eh
- Total charge: +1
- Max |F|: 0.01835 hartree/bohr
- HOMO energy (spin up / spin down): -10.72 / -10.99 eV

Geometry (Å):
W 0.856 0.672 0.188
S 0.994 1.330 2.448
C 1.800 2.807 2.008
S 1.547 3.108 0.322
C 2.505 3.592 2.860
C 3.128 4.789 2.384
N 3.602 5.756 1.979
C 2.654 3.211 4.231
N 2.786 2.866 5.320
N 0.709 1.604 -3.982
C 0.021 1.324 -2.891
N 0.882 1.160 -1.902
C 2.111 1.359 -2.484
N 2.038 1.637 -3.749
C 3.318 1.194 -1.675
C 4.604 1.450 -2.110
N 5.640 1.320 -1.285
C 5.389 0.932 -0.052
C 4.098 0.641 0.390
N 3.075 0.775 -0.433
H 0.356 1.795 -4.909
H -1.054 1.257 -2.822
H 4.805 1.774 -3.124
H 6.226 0.836 0.630
H 3.895 0.316 1.402
C -2.218 2.651 3.074
C -1.488 3.525 2.060
Ge -1.246 2.727 0.283
C -1.173 4.234 -1.011
C -1.678 4.047 -2.439
C -2.951 1.919 -0.144
C -3.185 0.615 -0.268
Ge -1.613 -0.512 0.126
C -1.753 -1.161 1.998
C -2.309 -2.569 2.204
C -1.650 -2.021 -1.165
C -2.203 -1.677 -2.545
C -4.536 0.066 -0.555
C -4.850 -1.255 -0.244
C -6.113 -1.777 -0.489
C -7.088 -0.983 -1.070
C -6.788 0.331 -1.407
C -5.529 0.848 -1.155
H -2.436 3.213 3.984
H -1.631 1.779 3.362
H -3.169 2.289 2.677
H -0.558 3.932 2.458
H -2.111 4.394 1.814
H -0.213 4.747 -0.997
H -1.865 4.906 -0.486
H -0.884 3.720 -3.112
H -2.042 4.992 -2.848
H -2.503 3.331 -2.505
H -3.764 2.652 -0.190
H -2.384 -0.416 2.491
H -0.772 -1.077 2.471
H -3.369 -2.634 1.960
H -2.212 -2.877 3.248
H -1.782 -3.316 1.603
H -2.278 -2.785 -0.695
H -0.667 -2.480 -1.260
H -3.213 -1.272 -2.492
H -2.234 -2.558 -3.190
H -1.585 -0.934 -3.060
H -4.103 -1.899 0.201
H -6.330 -2.805 -0.229
H -8.073 -1.385 -1.268
H -7.539 0.956 -1.874
H -5.316 1.868 -1.449
C 1.720 -4.136 -1.046
Si 2.094 -2.308 -1.221
C 3.936 -2.237 -1.600
C 1.298 -1.777 -2.850
C 1.396 -1.380 0.349
Si 2.262 -2.194 1.912
C 4.043 -2.713 1.612
C 2.326 -1.236 3.519
C 1.209 -3.684 2.344
H 2.109 -4.618 -1.950
H 0.650 -4.356 -0.994
H 2.207 -4.609 -0.196
H 4.004 -2.546 -2.649
H 4.510 -2.960 -1.023
H 4.440 -1.273 -1.524
H 1.228 -2.681 -3.464
H 1.932 -1.079 -3.403
H 0.293 -1.370 -2.780
H 0.455 -1.935 0.489
H 4.662 -1.983 1.092
H 4.121 -3.657 1.069
H 4.486 -2.872 2.600
H 3.018 -0.393 3.565
H 2.697 -1.992 4.222
H 1.359 -0.903 3.899
H 0.827 -4.256 1.502
H 0.353 -3.346 2.936
H 1.786 -4.363 2.980

Which value of max |F| does entry 2 give?
0.17976 hartree/bohr